{
  "formula": "C41H76BF15Hg2N4O15P2S",
  "method": "the ωB97M-V functional and the def2-TZVPD basis",
  "homo_lumo_gap_ev": 1.2,
  "lumo_ev": -7.424,
  "elements": ["Hg", "Hg", "O", "C", "O", "B", "O", "C", "O", "O", "C", "O", "C", "O", "O", "P", "F", "F", "F", "F", "F", "F", "P", "F", "F", "F", "F", "F", "F", "C", "F", "F", "F", "S", "O", "O", "O", "C", "C", "C", "C", "C", "C", "N", "O", "C", "C", "C", "H", "H", "H", "H", "H", "H", "H", "H", "H", "H", "H", "H", "H", "H", "H", "H", "H", "H", "H", "C", "C", "C", "C", "C", "C", "N", "O", "C", "C", "C", "H", "H", "H", "H", "H", "H", "H", "H", "H", "H", "H", "H", "H", "H", "H", "H", "H", "H", "H", "C", "C", "C", "C", "C", "C", "N", "O", "C", "C", "C", "H", "H", "H", "H", "H", "H", "H", "H", "H", "H", "H", "H", "H", "H", "H", "H", "H", "H", "H", "C", "C", "C", "C", "C", "C", "N", "O", "C", "C", "C", "H", "H", "H", "H", "H", "H", "H", "H", "H", "H", "H", "H", "H", "H", "H", "H", "H", "H", "H"],
  "xyz": [[1.22459, -1.20966, 3.25412], [-6.28489, 0.50777, 1.38521], [-2.81683, -9.47921, 2.30330], [-3.40918, -8.56608, 2.88449], [-3.37247, -7.32645, 2.47485], [-3.86072, -6.37046, 3.47414], [-4.47072, -7.25347, 4.47235], [-4.16668, -8.47534, 4.23922], [-4.41273, -9.42182, 4.95569], [-4.86906, -5.41074, 2.97075], [-4.33999, -4.20434, 2.96868], [-4.84450, -3.19744, 2.53878], [-2.94833, -4.32276, 3.65375], [-2.79744, -5.57737, 4.04958], [-2.15256, -3.33679, 3.83083], [1.15796, -5.58994, 0.41685], [0.91561, -4.09660, 1.12752], [2.04851, -4.92826, -0.73107], [2.44948, -5.81152, 1.35806], [1.42843, -7.07621, -0.33071], [0.29584, -6.40399, 1.53922], [-0.23883, -5.50033, -0.49447], [-5.46040, 1.64194, 5.19866], [-6.56553, 2.25611, 6.26448], [-6.52201, 0.60861, 4.59264], [-5.85253, 2.61454, 3.92899], [-4.32886, 1.11322, 4.22148], [-4.47122, 2.71856, 5.81434], [-5.06167, 0.51088, 6.29057], [-1.56444, -0.15247, -1.82165], [-2.75327, 0.09349, -2.46085], [-1.32905, -1.41939, -1.54804], [-0.56424, 0.33856, -2.52553], [-1.65630, 0.78407, -0.13869], [-1.41175, 2.20398, -0.41055], [-3.03654, 0.49363, 0.23417], [-0.64157, 0.11849, 0.67853], [-4.93697, 5.08640, -3.45699], [-6.08793, 5.30484, -2.40297], [-6.70349, 6.67082, -2.62008], [-7.74465, 6.72859, -3.84513], [-8.65450, 5.53988, -3.75546], [-7.96920, 4.14352, -3.59817], [-7.13371, 4.20454, -2.36824], [-6.50096, 3.00048, -1.93536], [-9.13690, 3.14684, -3.36329], [-7.27899, 3.60922, -4.86716], [-5.53250, 5.40005, -0.93453], [-5.06681, 5.35940, -4.50423], [-4.64987, 4.04061, -3.34734], [-4.07239, 5.60627, -3.04429], [-7.19566, 7.13692, -1.76649], [-6.04052, 7.43498, -3.02585], [-7.24309, 6.68364, -4.81183], [-8.25918, 7.68715, -3.77792], [-9.26852, 5.55344, -4.65596], [-9.41757, 5.73277, -3.00141], [-9.99296, 3.16431, -4.03779], [-8.88053, 2.09676, -3.22289], [-9.57516, 3.46787, -2.41832], [-6.81674, 2.62211, -4.85959], [-8.04249, 3.59079, -5.64488], [-6.53651, 4.24042, -5.35542], [-6.37955, 5.49374, -0.25494], [-4.76073, 6.16940, -0.95813], [-4.92663, 4.60037, -0.50845], [-5.84197, 2.84855, -2.61672], [7.31095, -1.44328, 2.53650], [6.18720, -0.40122, 2.47780], [6.84742, 0.98122, 2.16430], [7.14231, 1.28322, 0.72837], [5.80452, 1.05591, -0.08393], [5.11896, -0.30711, 0.06541], [5.03483, -0.63973, 1.55380], [4.50071, -1.87860, 1.79981], [3.75168, -0.21603, -0.57177], [5.94131, -1.39594, -0.79268], [5.56102, -0.16024, 3.97347], [8.07628, -1.27028, 3.29309], [7.93391, -1.41207, 1.64261], [6.92144, -2.44467, 2.71982], [6.28430, 1.88896, 2.38109], [7.78621, 1.17505, 2.68317], [7.99654, 0.70978, 0.36840], [7.58830, 2.22941, 0.42190], [6.03155, 1.21315, -1.13836], [5.11091, 1.82057, 0.26582], [3.29560, 0.61966, -0.04101], [3.77272, 0.16505, -1.59278], [3.18026, -1.13168, -0.41964], [6.24462, -1.15224, -1.81087], [6.90846, -1.52326, -0.30636], [5.48240, -2.37729, -0.67243], [4.51091, 0.11686, 4.06601], [6.11492, 0.53047, 4.60925], [5.51613, -1.18365, 4.34590], [5.09471, -2.41678, 1.27150], [0.68584, 4.49895, 5.15689], [1.76500, 3.43643, 5.11333], [3.08635, 3.93287, 5.79169], [3.04963, 3.86514, 7.27953], [2.61544, 2.49116, 7.83687], [1.28273, 2.00744, 7.25333], [1.33207, 2.10427, 5.71186], [0.20456, 1.60814, 5.12690], [1.24525, 0.55222, 7.64669], [0.16524, 2.83127, 7.90864], [2.00977, 3.15615, 3.60000], [-0.34731, 4.15170, 5.16706], [0.84848, 5.15484, 4.30165], [0.67804, 5.15160, 6.02987], [3.97966, 3.45611, 5.38822], [3.10147, 5.00988, 5.62450], [2.51489, 4.75008, 7.62456], [4.03428, 3.93029, 7.74250], [2.49687, 2.56768, 8.91768], [3.38739, 1.76850, 7.57241], [1.15887, 0.39406, 8.72169], [0.39598, -0.00527, 7.25163], [2.03542, -0.12379, 7.31995], [0.11295, 3.86349, 7.56239], [-0.79579, 2.34788, 7.73304], [0.34083, 2.93685, 8.97921], [2.51406, 3.99470, 3.11978], [1.04386, 2.89139, 3.16985], [2.78439, 2.39712, 3.49075], [-0.51529, 2.19063, 5.38013], [4.40455, -5.06885, -8.22180], [4.03803, -4.13769, -6.98364], [4.17108, -2.63106, -7.31704], [2.92857, -2.03756, -8.02882], [1.65947, -2.35684, -7.20860], [1.47042, -3.90189, -6.89266], [2.75509, -4.47630, -6.44365], [2.67465, -5.74183, -5.95525], [0.44169, -4.05476, -5.63688], [0.88137, -4.57401, -8.14770], [5.07848, -4.48704, -5.91985], [5.48291, -5.09922, -8.37783], [3.87022, -4.76845, -9.12310], [4.22112, -6.13853, -8.12053], [4.47253, -2.14722, -6.38799], [4.94551, -2.35333, -8.03202], [2.84000, -2.56211, -8.98019], [2.92263, -0.96917, -8.24467], [0.77725, -1.91588, -7.67265], [1.63602, -1.66882, -6.36351], [-0.46862, -3.48696, -5.82935], [0.17802, -5.10713, -5.53151], [0.78796, -3.71948, -4.65924], [0.10336, -3.93963, -8.57239], [1.56205, -4.87878, -8.94263], [0.45765, -5.51621, -7.80010], [4.94975, -3.90410, -5.00786], [6.07221, -4.23697, -6.29141], [5.02080, -5.47547, -5.46406], [2.73383, -5.62967, -5.00365]]
}